Record 1
This record from OMol25 describes 8 unconnected molecules or ions with the total composition C18H37Cl14NO5S at a distorted geometry. The level of theory is ωB97M-V/def2-TZVPD.

Orbital gap = 9.585 eV
Calculated total energy = -217140.7519 eV

The geometry in XYZ format:
```
76
C18H37Cl14NO5S, DFT ωB97M-V/def2-TZVPD
C -1.0826 1.2598 1.5014
N -1.0302 2.7434 1.6052
C -2.3811 3.3095 1.5566
C -0.3715 3.1250 2.7760
O -0.9196 3.4954 3.7697
C 1.1472 3.1461 2.7825
O 1.7337 2.1172 1.9716
S 2.9235 2.6070 1.0230
O 2.4504 3.6739 0.1718
O 2.6468 1.2033 0.1974
O 3.4619 1.3595 -0.9649
H -1.1883 0.7900 2.4839
H -0.1648 0.8774 1.0584
H -1.9232 0.9766 0.8762
H -2.7711 3.2595 0.5425
H -3.0848 2.8237 2.2400
H -2.3398 4.3586 1.8473
H 1.4585 3.0086 3.8167
H 1.4361 4.1382 2.4245
H 2.9247 1.9424 -1.5315
Cl -3.2242 -1.0798 0.9362
C -4.2191 -2.0337 2.0661
C -4.0067 -1.5930 3.4904
Cl -2.3673 -1.9814 4.0726
H -3.9686 -3.0819 1.9263
H -5.2598 -1.8847 1.7825
H -4.7115 -2.1091 4.1402
H -4.1529 -0.5210 3.5974
Cl -4.7869 1.1490 -2.1067
C -3.8808 -0.1970 -2.8542
C -4.7896 -1.2547 -3.4163
Cl -5.6646 -2.1507 -2.1411
H -3.2131 -0.6059 -2.0998
H -3.2843 0.2282 -3.6586
H -4.1997 -1.9841 -3.9681
H -5.5302 -0.8264 -4.0864
Cl -1.8461 5.3203 -1.2404
C -0.0882 5.2912 -0.9500
C 0.7122 5.5455 -2.1968
Cl 0.5808 4.2030 -3.3676
H 0.1546 4.3271 -0.5187
H 0.1232 6.0657 -0.2133
H 1.7648 5.6331 -1.9329
H 0.3975 6.4557 -2.7008
Cl 0.4797 -2.8153 5.1519
C 0.8713 -4.4474 5.7510
C 1.0545 -5.4291 4.6245
Cl -0.4703 -5.7652 3.7615
H 0.0750 -4.7599 6.4215
H 1.7956 -4.3664 6.3207
H 1.4130 -6.3770 5.0207
H 1.7689 -5.0591 3.8929
Cl 4.2572 3.3201 -3.7585
C 4.1585 2.2124 -5.1540
C 3.8751 2.9463 -6.4364
Cl 2.2308 3.6309 -6.4814
H 3.3915 1.4723 -4.9421
H 5.1218 1.7107 -5.2262
H 3.9546 2.2559 -7.2744
H 4.5799 3.7600 -6.5855
Cl 4.5563 -3.1223 6.7395
C 5.5347 -4.4167 6.0020
C 4.6718 -5.5123 5.4352
Cl 3.8326 -6.4310 6.7159
H 6.2143 -4.7985 6.7590
H 6.1169 -3.9636 5.2017
H 5.2857 -6.2228 4.8849
H 3.9192 -5.1074 4.7640
Cl -2.4747 -0.1998 -5.9800
C -1.5072 -1.4443 -6.8172
C -2.3618 -2.5036 -7.4577
Cl -3.1861 -3.5307 -6.2557
H -0.8194 -1.8712 -6.0924
H -0.9327 -0.9304 -7.5857
H -1.7321 -3.1595 -8.0559
H -3.1225 -2.0652 -8.0980
```


Record 2
This record from OMol25 describes a single C7H7NS molecule at a distorted geometry. The level of theory is ωB97M-V/def2-TZVPD.

Orbital gap = 8.689 eV
Calculated total energy = -19695.2196 eV

The geometry in XYZ format:
```
16
C7H7NS, DFT ωB97M-V/def2-TZVPD
C -1.4066 -1.6401 -0.6969
C -1.3546 -1.5617 0.6783
C -0.6274 -0.8287 -1.5424
C -0.5774 -0.6110 1.3617
C 0.2432 0.0197 -0.8898
C 0.2012 0.1553 0.4898
C 1.1651 1.2448 -0.9708
N 1.1253 1.2272 0.5474
S 0.9907 2.4866 1.6707
H -1.9396 -2.3635 -1.1890
H -1.9451 -2.3177 1.2715
H -0.5607 -0.9612 -2.5661
H -0.6706 -0.6174 2.5174
H 2.1121 0.7623 -1.3008
H 0.9213 2.2091 -1.4827
H 2.3230 2.7963 2.1016
```


Record 3
This record from OMol25 describes 2 unconnected molecules or ions with the total composition C25H25Cl2FNO8P at a distorted geometry. The level of theory is ωB97M-V/def2-TZVPD.

Orbital gap = 7.269 eV
Calculated total energy = -81241.2406 eV

The geometry in XYZ format:
```
63
C25H25Cl2FNO8P, DFT ωB97M-V/def2-TZVPD
C 1.4490 -3.3954 -1.5520
C 2.4812 -3.0859 -2.7554
O 2.0627 -2.0120 -3.6392
C 2.2755 -0.7330 -3.0589
C 3.7296 -0.1577 -2.8283
P 5.3197 -1.1032 -3.3101
O 5.8004 -0.6945 -4.9096
Cl 6.8383 -0.4443 -1.9373
C 3.9655 1.2485 -2.1387
C 2.7642 2.1334 -1.6386
C 3.1407 3.4971 -0.9207
C 2.7641 4.9280 -1.4593
C 3.2307 6.1560 -0.5892
C 4.0448 5.8269 0.6930
N 4.4390 4.5412 1.1826
C 3.9752 3.4451 0.3899
C 1.3308 1.5924 -1.8858
C 1.0933 0.1886 -2.5734
C -0.4635 -0.2373 -2.7051
O -0.9252 -0.9037 -3.6710
C -1.4002 0.2928 -1.4901
C -2.5778 -0.7251 -1.0571
C -2.0954 -2.2460 -0.8893
C -1.4730 -2.6154 0.5483
Cl -1.1848 -1.1874 1.6670
C -1.1851 1.5680 -0.8583
C -2.1516 2.0520 0.3193
C -1.7052 3.4001 1.0527
O -2.1704 4.4809 0.6020
F -0.8125 3.4958 2.1552
C 0.0359 2.4602 -1.4415
O -0.0503 3.7051 -1.5679
H 1.4588 -2.6162 -0.7145
H 0.4271 -3.5707 -2.0321
H 1.7810 -4.3982 -1.0943
H 3.5131 -2.9460 -2.2833
H 2.5233 -4.0500 -3.3924
H 5.6128 0.2813 -4.9808
H 5.0234 1.6467 -1.9892
H 2.1475 5.0482 -2.4161
H 2.9866 7.2411 -0.8622
H 4.3966 6.7367 1.3136
H 4.2748 2.3892 0.7554
H -3.1602 -0.3883 -0.1355
H -3.3361 -0.7011 -1.9360
H -1.3647 -2.6030 -1.7000
H -3.0408 -2.9060 -1.0184
H -0.4601 -3.1707 0.4648
H -2.1987 -3.3310 1.0994
H -3.1910 2.2417 -0.1439
H -2.3005 1.2524 1.1226
C -6.6021 -3.8988 5.7801
O -5.4381 -3.1348 6.0904
C -4.8034 -2.6358 5.0156
O -5.1355 -2.7833 3.8634
O -3.7349 -1.9443 5.4468
C -2.9615 -1.3536 4.4034
H -7.0308 -4.2500 6.7196
H -7.3450 -3.2801 5.2714
H -6.3417 -4.7686 5.1726
H -3.5603 -0.6339 3.8401
H -2.5574 -2.1215 3.7420
H -2.1276 -0.8224 4.8642
```


Record 4
This record from OMol25 describes 8 unconnected molecules or ions with the total composition C32H40N8. The level of theory is ωB97M-V/def2-TZVPD.

Orbital gap = 8.173 eV
Calculated total energy = -45751.2871 eV

The geometry in XYZ format:
```
80
C32H40N8, DFT ωB97M-V/def2-TZVPD
N 8.8712 -10.3578 30.6019
C 9.8837 -10.6978 31.4533
C 9.8138 -9.8592 32.5326
C 8.7441 -8.9490 32.3027
C 8.1901 -9.2774 31.0987
H 8.6956 -10.7748 29.7055
H 10.5344 -11.5352 31.2708
H 10.4978 -9.8421 33.3653
H 8.4246 -8.1497 32.9501
H 7.3548 -8.8913 30.5388
N 5.4786 0.8074 37.7501
C 4.7113 -0.2776 38.0847
C 5.5581 -1.3047 38.3964
C 6.8895 -0.8522 38.1781
C 6.8001 0.4581 37.7835
H 5.1499 1.7502 37.6404
H 3.6428 -0.2010 38.1874
H 5.2538 -2.3107 38.6327
H 7.7952 -1.3138 38.5356
H 7.5575 1.2024 37.6049
N -0.1326 -6.8899 37.0751
C 0.9372 -6.8217 36.2315
C 0.8033 -7.8187 35.2971
C -0.3577 -8.5574 35.6495
C -0.9401 -7.9432 36.7260
H -0.2730 -6.2968 37.8725
H 1.6443 -6.0149 36.3252
H 1.4958 -8.0058 34.4929
H -0.6895 -9.4391 35.1262
H -1.7352 -8.2664 37.3755
N 3.6191 -3.4408 41.6991
C 4.4639 -4.3245 42.3120
C 5.0227 -5.1174 41.3464
C 4.4617 -4.7138 40.1062
C 3.6494 -3.6405 40.3442
H 3.1473 -2.6857 42.1633
H 4.6119 -4.2917 43.3779
H 5.6611 -5.9721 41.4937
H 4.6817 -5.0649 39.1112
H 3.0701 -3.0344 39.6691
N 2.7589 -8.7778 30.1448
C 3.7407 -8.9752 31.0722
C 3.6249 -8.0032 32.0326
C 2.4836 -7.2303 31.6874
C 2.0070 -7.6781 30.4809
H 2.6788 -9.3446 29.3202
H 4.4251 -9.8047 31.0166
H 4.1244 -7.9105 32.9826
H 2.1209 -6.3586 32.2096
H 1.1116 -7.4287 29.9397
N 10.0335 -5.8794 37.4459
C 10.1080 -4.8793 36.5098
C 9.5341 -3.7514 37.0263
C 9.0646 -4.0917 38.3298
C 9.3543 -5.4068 38.5451
H 10.4148 -6.8013 37.3313
H 10.5254 -5.0303 35.5279
H 9.5257 -2.7689 36.5858
H 8.5743 -3.4002 38.9940
H 9.2030 -6.0092 39.4242
N 6.9507 -6.1929 36.2926
C 6.3033 -7.2080 35.6408
C 4.9520 -7.0067 35.7629
C 4.7913 -5.7445 36.4094
C 6.0350 -5.2806 36.7309
H 7.9547 -6.1332 36.3318
H 6.8421 -8.0034 35.1530
H 4.1329 -7.6212 35.4277
H 3.8424 -5.2643 36.5831
H 6.3020 -4.4048 37.2982
N 5.4075 -3.7128 33.9514
C 4.7326 -3.7222 32.7661
C 4.5846 -2.4256 32.3563
C 5.1756 -1.6054 33.3561
C 5.6979 -2.4257 34.3184
H 5.4639 -4.4936 34.5893
H 4.3163 -4.6503 32.4082
H 4.1487 -2.0317 31.4538
H 5.2545 -0.5317 33.2878
H 6.2553 -2.2258 35.2186
```